(a)
Below is a cluster of 2 separate species, C4H10O2S2 in total, with properties calculated with ωB97M-V/def2-TZVPD.

SMILES   CSSCCC=O.O
E_HOMO   -9.119 eV

The geometry in ORCA input format:
```
! wB97M-V def2-TZVPD RIJCOSX def2/J DEFGRID3
* xyz 0 1
C 0.17 -0.57 -1.96
C -0.63 -1.64 -1.28
O -0.54 -1.94 -0.12
C -0.67 0.35 -2.84
S -0.89 2.02 -2.16
S -1.69 1.68 -0.31
C -0.22 1.65 0.76
H 0.78 -0.04 -1.24
H 0.90 -1.08 -2.59
H -1.35 -2.20 -1.93
H -1.62 -0.10 -3.15
H -0.17 0.56 -3.79
H -0.13 2.59 1.31
H 0.65 1.43 0.16
H -0.35 0.90 1.54
H 2.47 -0.62 5.86
H 1.24 -1.52 5.61
O 2.05 -1.45 6.13
*
```

---

(b)
Below is a cluster of 2 separate species, C4H10O2S2 in total, with properties calculated with ωB97M-V/def2-TZVPD.

SMILES   CSSCCC=O.O
E_HOMO   -8.494 eV

The geometry in ORCA input format:
```
! wB97M-V def2-TZVPD RIJCOSX def2/J DEFGRID3
* xyz 0 1
C 1.07 -1.12 -0.83
C 2.51 -0.64 -0.67
O 2.84 0.46 -1.02
C 0.17 -1.18 0.40
S 0.73 -0.33 1.92
S 0.47 1.62 1.71
C -1.32 1.92 1.53
H 0.67 -0.44 -1.57
H 1.07 -2.10 -1.32
H 3.17 -1.31 -0.08
H -0.07 -2.17 0.77
H -0.78 -0.79 0.06
H -1.84 1.67 2.45
H -1.70 1.28 0.75
H -1.43 2.97 1.32
H -1.13 0.15 -1.50
H -2.36 -0.32 -2.28
O -2.06 0.34 -1.64
*
```

---

Which structure is the least stable? The one labeled (b).

---

(a)
Below is a cluster of 4 separate species, CH9NO5 in total, with properties calculated with ωB97M-V/def2-TZVPD.

SMILES   NC(=O)O.O.O.O
E_HOMO   -10.284 eV

The geometry in ORCA input format:
```
! wB97M-V def2-TZVPD RIJCOSX def2/J DEFGRID3
* xyz 0 1
N -2.14 -0.62 -0.65
C -0.75 -0.96 -0.37
O -0.43 -0.50 0.89
O -0.02 -1.50 -1.15
H -2.87 -0.66 0.06
H -2.13 -0.04 -1.45
H 0.10 0.29 0.64
H 2.47 1.31 0.02
H 1.51 2.56 -0.32
O 1.47 1.63 -0.10
H 2.09 -1.07 -2.42
H 1.71 -0.90 -1.03
O 2.54 -1.01 -1.55
H -1.59 1.51 3.30
H -1.61 1.93 1.77
O -1.08 2.02 2.68
*
```

---

(b)
Below is a cluster of 4 separate species, CH9NO5 in total, with properties calculated with ωB97M-V/def2-TZVPD.

SMILES   NC(=O)O.O.O.O
E_HOMO   -10.583 eV

The geometry in ORCA input format:
```
! wB97M-V def2-TZVPD RIJCOSX def2/J DEFGRID3
* xyz 0 1
N -2.03 -0.21 0.89
C -2.10 -0.74 -0.35
O -1.18 -1.73 -0.54
O -2.71 -0.26 -1.27
H -1.35 -0.58 1.52
H -2.35 0.74 1.02
H -1.52 -2.38 -1.13
H 3.67 -0.27 0.45
H 2.34 0.06 -0.27
O 2.83 0.23 0.56
H 0.69 -0.68 -1.43
H -0.01 0.60 -1.76
O 0.81 0.25 -1.43
H 1.18 0.96 1.58
H 1.07 2.27 0.75
O 0.66 1.74 1.41
*
```

---

Which structure is the least stable? The one labeled (a).

---

(a)
Below is a cluster of 2 separate species, C6H10N2 in total, with properties calculated with ωB97M-V/def2-TZVPD.

E_HOMO   -8.838 eV

The geometry in ORCA input format:
```
! wB97M-V def2-TZVPD RIJCOSX def2/J DEFGRID3
* xyz 0 1
C -2.06 0.70 0.25
C 1.64 0.00 0.82
C 0.49 0.62 0.51
C 0.57 2.05 0.08
C -1.14 -1.07 -1.15
C -1.25 -0.48 0.24
N -2.53 1.75 0.08
N -1.45 -1.35 1.32
H 1.88 -1.02 1.12
H 2.50 0.67 0.63
H 0.56 1.93 -1.00
H -0.20 2.83 0.36
H 1.55 2.54 0.35
H -0.46 -1.90 -0.99
H -2.12 -1.25 -1.39
H -0.66 -0.31 -1.83
H -0.75 -2.07 1.43
H -1.50 -0.89 2.23
*
```

---

(b)
Below is the molecule C6H10N2, with properties calculated with ωB97M-V/def2-TZVPD.

SMILES   C=C1CN[C@H]2C[C@]12N
E_HOMO   -8.035 eV

The geometry in ORCA input format:
```
! wB97M-V def2-TZVPD RIJCOSX def2/J DEFGRID3
* xyz 0 1
C 0.39 -0.53 0.18
C 1.50 -1.12 -0.53
C 0.74 0.05 -1.04
C -0.77 1.43 0.04
C -1.08 -0.17 0.07
C -2.16 -0.94 -0.25
H 0.02 0.26 2.06
H 1.18 -0.82 2.05
H 1.66 -1.94 -1.15
H 2.49 -0.98 -0.09
H 0.05 -0.24 -1.88
H 1.63 1.66 -0.03
H -0.71 2.00 1.05
H -1.53 2.13 -0.68
H -2.99 -0.37 -0.59
H -1.96 -1.93 0.05
N 0.77 0.05 1.46
N 0.78 1.46 -0.71
*
```

---

(c)
Below is the molecule C6H10N2, with properties calculated with ωB97M-V/def2-TZVPD.

SMILES   C=NN1[C@@H]2CCC[C@@H]21
E_HOMO   -8.155 eV

The geometry in ORCA input format:
```
! wB97M-V def2-TZVPD RIJCOSX def2/J DEFGRID3
* xyz 0 1
C 2.91 -0.12 0.45
C -0.21 -0.74 -0.69
C -1.51 -1.22 -0.15
C -1.75 -0.12 0.86
C -1.48 1.24 0.04
C -0.28 0.81 -0.71
H 2.74 -0.34 1.53
H 3.85 -0.28 -0.09
H 0.41 -1.36 -1.46
H -1.41 -2.12 0.44
H -2.30 -1.47 -0.89
H -0.78 -0.08 1.58
H -2.77 -0.15 1.36
H -1.36 2.06 0.70
H -2.24 1.43 -0.69
H 0.21 1.37 -1.45
N 1.89 0.17 -0.23
N 0.62 0.10 0.26
*
```

---

Which structure is the least stable? The one labeled (b).

---

(a)
Below is a structure of composition C6H10N2, with properties calculated with ωB97M-V/def2-TZVPD.

E_HOMO   -8.906 eV

The geometry in ORCA input format:
```
! wB97M-V def2-TZVPD RIJCOSX def2/J DEFGRID3
* xyz 0 1
C -1.62 0.85 0.01
C -0.21 0.26 0.09
C 0.48 -0.78 1.05
C 1.37 -0.99 -0.22
C 2.13 0.43 -0.19
C 1.07 1.26 -0.14
H -2.80 -0.45 0.75
H -1.54 -1.26 -0.56
H -1.53 1.55 -0.98
H -2.06 1.51 0.81
H -0.38 -1.46 1.12
H 0.90 -0.34 1.98
H 1.82 -1.98 -0.20
H 0.48 -0.36 -1.75
H 3.15 0.64 -0.42
H 1.20 2.36 -0.05
N -2.50 -0.37 -0.30
N 0.03 -0.85 -1.00
*
```

---

(b)
Below is the molecule C6H10N2, with properties calculated with ωB97M-V/def2-TZVPD.

SMILES   C=C/C(=N\C)N1CC1
E_HOMO   -8.966 eV

The geometry in ORCA input format:
```
! wB97M-V def2-TZVPD RIJCOSX def2/J DEFGRID3
* xyz 0 1
C 1.74 -1.57 -0.04
C -0.05 -0.06 -0.36
C 0.64 1.27 -0.41
C 1.80 1.54 0.06
C -2.25 -0.79 0.02
C -2.27 0.71 0.30
H 2.06 -1.36 1.10
H 1.91 -2.57 -0.23
H 2.47 -1.01 -0.66
H 0.13 2.09 -0.88
H 2.27 2.50 0.11
H 2.37 0.76 0.63
H -1.77 -1.50 0.71
H -3.11 -1.18 -0.52
H -1.78 1.07 1.17
H -3.09 1.28 -0.04
N 0.35 -1.27 -0.24
N -1.41 0.08 -0.72
*
```

---

Which structure is the least stable? The one labeled (a).

---

(a)
Below is the molecule C6H10N2, with properties calculated with ωB97M-V/def2-TZVPD.

SMILES   C/C=C(/C)[C@@H](N)C#N
E_HOMO   -9.315 eV

The geometry in ORCA input format:
```
! wB97M-V def2-TZVPD RIJCOSX def2/J DEFGRID3
* xyz 0 1
C -0.96 0.21 -0.24
C 1.17 -0.02 -1.63
C 0.69 0.28 2.22
C 0.53 0.20 -0.29
N -1.60 0.37 -1.51
C 1.25 0.30 0.84
C -1.45 -1.13 0.59
N -2.11 -2.07 0.58
H -1.31 1.00 0.43
H -1.40 -0.39 -2.14
H -2.60 0.49 -1.42
H 2.32 0.17 0.77
H 0.81 0.72 -2.34
H 2.25 0.05 -1.55
H 0.92 -1.01 -2.02
H 0.22 1.24 2.47
H -0.16 -0.46 2.26
H 1.45 0.05 2.95
*
```

---

(b)
Below is the molecule C6H10N2, with properties calculated with ωB97M-V/def2-TZVPD.

SMILES   C#CC1(NC)CNC1
E_HOMO   -8.485 eV

The geometry in ORCA input format:
```
! wB97M-V def2-TZVPD RIJCOSX def2/J DEFGRID3
* xyz 0 1
C -2.28 -0.57 -0.51
C 0.14 -0.11 -0.15
C -0.13 0.99 0.99
C 0.60 -1.04 1.12
C 1.19 0.42 -0.79
C 1.83 0.69 -1.97
H -2.79 -0.84 -1.40
H -2.61 -1.66 0.00
H -2.64 0.54 0.04
H -1.02 -0.11 -2.03
H 0.17 2.15 0.86
H -1.18 1.00 1.19
H 0.04 0.19 2.88
H 1.68 -1.53 1.18
H -0.09 -1.93 1.57
H 2.51 0.72 -2.97
N -0.86 -0.47 -1.02
N 0.55 0.34 1.95
*
```

---

Which structure is the least stable? The one labeled (b).

---

(a)
Below is the molecule C6H10N2, with properties calculated with ωB97M-V/def2-TZVPD.

SMILES   N[C@H]1C=C[C@]2(CN2)C1
E_HOMO   -8.860 eV

The geometry in ORCA input format:
```
! wB97M-V def2-TZVPD RIJCOSX def2/J DEFGRID3
* xyz 0 1
C 1.40 -0.07 0.32
C 0.12 -0.86 0.01
C -1.04 0.17 -0.15
C -2.36 -0.09 0.59
C -0.38 1.46 -0.30
C 0.93 1.41 -0.02
H 3.41 0.03 -0.21
H 2.69 -1.49 -0.18
H 1.62 -0.02 1.38
H 0.30 -1.27 -1.01
H -0.14 -1.73 0.58
H -3.04 0.78 0.81
H -2.41 -0.97 1.31
H -2.16 -1.28 -1.13
H -0.81 2.38 -0.61
H 1.60 2.24 -0.05
N 2.56 -0.47 -0.44
N -2.28 -0.25 -0.92
*
```

---

(b)
Below is a cluster of 2 separate species, C6H10N2 in total, with properties calculated with ωB97M-V/def2-TZVPD.

SMILES   c1ccncc1.CN
E_HOMO   -8.711 eV

The geometry in ORCA input format:
```
! wB97M-V def2-TZVPD RIJCOSX def2/J DEFGRID3
* xyz 0 1
C 0.44 1.23 0.81
C 0.37 -0.13 1.15
C 1.19 -1.09 0.52
C 2.14 -0.69 -0.37
C 2.00 0.71 -0.79
C -1.47 -0.32 -0.63
H -0.06 2.02 1.35
H -0.27 -0.48 1.96
H 1.06 -2.09 0.93
H 2.62 -1.31 -1.09
H 2.79 1.02 -1.46
H -3.49 -0.12 -0.49
H -2.52 0.65 0.79
H -0.62 -0.08 0.01
H -1.79 -1.36 -0.58
H -1.09 -0.16 -1.70
N 1.33 1.69 -0.11
N -2.63 0.50 -0.30
*
```

---

(c)
Below is a structure of composition C6H10N2, with properties calculated with ωB97M-V/def2-TZVPD.

E_HOMO (alpha / beta)   -6.658 / -6.658 eV

The geometry in ORCA input format:
```
! wB97M-V def2-TZVPD RIJCOSX def2/J DEFGRID3
* xyz 0 1
C -0.51 0.90 -0.50
C -0.23 0.68 -1.96
C 1.26 0.28 0.48
C 0.12 -0.62 0.57
C -0.62 -0.57 1.86
C 0.11 -1.85 -0.10
N 2.29 0.77 0.13
N -0.54 0.43 2.63
H 2.43 1.41 -0.65
H -1.11 0.31 3.47
H -1.28 -1.43 2.01
H -1.54 0.68 -0.23
H -0.27 1.89 -0.13
H 0.77 -2.06 -0.93
H -0.36 -2.69 0.39
H -0.88 1.32 -2.57
H -0.44 -0.36 -2.23
H 0.80 0.91 -2.24
*
```

---

(d)
Below is the molecule C6H10N2, with properties calculated with ωB97M-V/def2-TZVPD.

SMILES   [H]/N=C/NC1CC=CC1
E_HOMO   -8.273 eV

The geometry in ORCA input format:
```
! wB97M-V def2-TZVPD RIJCOSX def2/J DEFGRID3
* xyz 0 1
C 0.84 -1.95 -0.76
C 0.53 0.18 0.54
C 0.52 1.12 -0.55
C -0.46 2.10 -0.05
C -1.29 1.55 0.92
C -0.98 0.09 0.79
H -0.42 -2.47 -1.96
H 1.60 -2.64 -0.84
H 1.60 -1.69 1.12
H 1.15 0.58 1.43
H 1.66 1.49 -0.64
H -0.07 0.69 -1.53
H -0.54 3.27 -0.13
H -2.37 1.73 1.39
H -1.36 -0.84 1.66
H -1.30 -0.40 -0.31
N -0.24 -1.66 -1.39
N 1.15 -1.15 0.31
*
```

---

Which structure is the least stable? The one labeled (c).

---

(a)
Below is a cluster of 2 separate species, C3H9N in total, with properties calculated with ωB97M-V/def2-TZVPD.

E_HOMO (alpha / beta)   1.591 / -3.168 eV

The geometry in ORCA input format:
```
! wB97M-V def2-TZVPD RIJCOSX def2/J DEFGRID3
* xyz -1 2
C 2.05 0.79 0.11
C 1.24 1.78 0.60
H 2.24 -0.17 0.58
H 2.55 0.96 -0.84
H 0.85 1.64 1.60
H 1.13 2.74 0.13
C -1.35 -1.11 0.27
N -1.86 -1.25 -1.10
H -0.39 -0.59 0.34
H -1.31 -2.09 0.73
H -2.04 -0.44 0.79
H -1.86 -0.37 -1.63
H -1.26 -1.90 -1.58
*
```

---

(b)
Below is the ion C3H9N with charge -1, with properties calculated with ωB97M-V/def2-TZVPD.

E_HOMO (alpha / beta)   1.565 / -5.135 eV

The geometry in ORCA input format:
```
! wB97M-V def2-TZVPD RIJCOSX def2/J DEFGRID3
* xyz -1 2
C -1.11 0.92 -0.49
C 0.16 0.24 0.07
C -0.18 -0.75 1.21
N 1.22 -0.38 -0.71
H -2.09 0.46 -0.37
H -1.20 1.91 0.03
H -0.85 1.05 -1.54
H 0.74 1.12 0.50
H -1.24 -0.98 1.17
H 0.11 -1.79 1.02
H 0.28 -0.38 2.12
H 1.66 0.23 -1.44
H 1.05 -1.21 -1.26
*
```

---

(c)
Below is the ion C3H9N with charge -1, with properties calculated with ωB97M-V/def2-TZVPD.

E_HOMO (alpha / beta)   1.641 / -4.384 eV

The geometry in ORCA input format:
```
! wB97M-V def2-TZVPD RIJCOSX def2/J DEFGRID3
* xyz -1 2
C 0.31 -0.48 0.83
C -0.55 -0.36 -0.46
C -1.12 0.94 -0.87
N 1.75 -0.29 0.88
H 0.33 -1.58 1.09
H -0.14 0.47 1.42
H -1.29 -1.09 -0.16
H 0.11 -0.61 -1.20
H -0.51 1.80 -0.54
H -2.08 1.17 -0.48
H -1.36 0.78 -1.89
H 2.32 0.39 0.58
H 2.22 -1.14 0.81
*
```

---

Which structure is the least stable? The one labeled (c).